Density functional theory data (ωB97M-V/def2-TZVPD) for 2 unconnected molecules or ions with the total composition C22H16F4OS.

Element x y z (Å)
F -3.98 3.45 2.02
C -3.95 2.07 2.04
C -5.16 1.39 2.03
C -5.08 -0.01 2.06
F -6.26 -0.73 2.05
C -3.88 -0.70 2.11
C -2.65 0.03 2.13
C -1.41 -0.67 2.18
C -0.18 -0.03 2.04
C 1.05 -0.67 2.12
C 2.30 0.01 2.08
C 3.51 -0.73 2.05
C 4.72 -0.05 2.03
F 5.89 -0.78 2.02
C 4.82 1.35 2.03
C 3.61 2.05 2.04
F 3.66 3.42 2.04
C 2.37 1.43 2.06
C -2.71 1.45 2.08
H -6.12 1.91 2.00
H -3.84 -1.79 2.15
H -1.43 -1.75 2.32
H -0.18 1.04 1.83
H 1.06 -1.76 2.23
H 3.47 -1.82 2.06
H 5.78 1.86 2.01
H 1.46 2.04 2.08
H -1.80 2.04 2.10
C -0.84 -9.36 2.79
O -2.07 -8.64 3.04
C -1.97 -7.39 3.55
C -3.19 -6.70 3.80
C -3.16 -5.42 4.31
C -1.92 -4.76 4.57
S -1.88 -3.19 5.12
C -0.71 -5.48 4.34
C -0.73 -6.76 3.83
H -1.17 -10.32 2.40
H -0.22 -8.84 2.05
H -0.26 -9.49 3.71
H -4.13 -7.21 3.58
H -4.09 -4.88 4.51
H 0.24 -4.99 4.55
H 0.21 -7.29 3.63

Output
* energy relative to the best compared isomer or geometry (same formula, charge and spin): 220.9 kJ/mol
* E_LUMO: -3.2342 eV
* E_HOMO: -6.012 eV
* charge: 0
* gap between HOMO and LUMO: 2.8 eV

Löwdin atomic charge list, values in e, 4 entries:
1. F 0.0406
2. C -0.2313
3. C 0.0790
4. C -0.2279


Density functional theory data (ωB97M-V/def2-TZVPD) for a molecular structure, C22H16F5NO5PdSSe.

Element x y z (Å)
Pd -0.99 1.13 0.60
O -4.50 -1.28 -0.27
C -3.75 -0.46 0.44
O -2.53 -0.54 0.45
C -4.58 0.44 1.35
O -3.96 1.65 1.70
C -4.01 2.68 0.70
C -3.17 2.15 -0.47
O -3.69 1.31 -1.21
O -1.95 2.52 -0.52
H -3.90 -1.82 -0.81
H -4.71 -0.11 2.29
H -5.56 0.58 0.89
H -3.58 3.56 1.15
H -5.04 2.86 0.36
F 2.26 5.65 -3.30
C 1.85 5.00 -2.21
C 2.08 3.65 -2.09
F 2.71 2.98 -3.06
C 1.66 2.99 -0.95
F 1.92 1.68 -0.87
C 0.98 3.63 0.09
Se 0.36 2.72 1.65
C 0.77 5.00 -0.07
F 0.13 5.68 0.87
C 1.19 5.68 -1.20
F 0.97 6.99 -1.32
N 0.26 -0.28 1.30
S 0.07 -1.84 0.96
C 0.48 -2.18 -0.77
C 0.63 -3.51 -1.16
C 0.85 -3.79 -2.50
C 0.92 -2.76 -3.43
C 0.76 -1.45 -3.02
C 0.54 -1.15 -1.68
C 1.46 -2.63 1.74
C 1.20 -3.41 2.86
C 2.25 -4.01 3.53
C 3.55 -3.81 3.09
C 3.81 -3.03 1.97
C 2.76 -2.44 1.29
H 1.23 0.01 1.20
H 0.58 -4.31 -0.43
H 0.98 -4.82 -2.81
H 1.09 -2.99 -4.47
H 0.81 -0.64 -3.74
H 0.43 -0.13 -1.37
H 0.18 -3.55 3.20
H 2.06 -4.62 4.40
H 4.38 -4.28 3.62
H 4.82 -2.88 1.63
H 2.94 -1.84 0.41

Output
* energy relative to the best compared isomer or geometry (same formula, charge and spin): 8.2 kJ/mol
* E_LUMO: -0.4300 eV
* E_HOMO: -7.775 eV
* charge: 0
* gap between HOMO and LUMO: 7.3 eV

Löwdin atomic charge list, values in e, 4 entries:
1. Pd 0.6674
2. O 0.1543
3. C -0.4945
4. O -0.0262


Density functional theory data (ωB97M-V/def2-TZVPD) for a molecular structure, C22H16F6N9O5PtS2.

Element x y z (Å)
Pt 2.83 0.27 -0.88
F 0.20 -0.86 -3.77
C 1.45 -0.71 -4.18
F 1.56 -0.87 -5.46
F 1.86 0.54 -3.83
S 2.51 -1.92 -3.28
O 2.27 -1.56 -1.81
O 2.07 -3.21 -3.60
N 3.95 -1.53 -3.71
S 5.02 -0.92 -2.73
O 5.61 -1.80 -1.79
O 4.44 0.35 -2.06
C 6.25 -0.15 -3.93
F 6.81 -1.14 -4.57
F 5.59 0.65 -4.73
F 7.11 0.51 -3.19
C 1.12 -2.95 3.29
N 1.64 -1.83 2.51
C 1.90 -1.74 1.22
N 2.31 -0.48 0.97
C 2.30 0.14 2.19
N 1.88 -0.64 3.14
C -0.39 -2.92 3.43
C -0.99 -3.95 4.17
C -2.36 -3.98 4.38
C -3.16 -2.99 3.85
C -2.57 -1.96 3.10
C -1.17 -1.93 2.90
C -3.40 -0.97 2.52
N -4.73 -0.86 2.64
N -5.11 0.16 1.91
C -4.01 0.68 1.34
O -2.91 0.00 1.71
C -3.95 1.77 0.44
C -5.15 2.39 0.07
C -5.12 3.43 -0.84
C -3.91 3.84 -1.38
C -2.69 3.23 -1.01
C -1.45 3.80 -1.66
N -0.18 3.18 -1.25
C 0.27 1.95 -1.42
N 1.50 1.88 -0.89
C 1.76 3.15 -0.44
N 0.76 3.95 -0.64
C -2.71 2.20 -0.10
H 1.60 -2.88 4.26
H 1.46 -3.88 2.82
H 1.80 -2.54 0.50
H 2.59 1.17 2.36
H -0.38 -4.73 4.60
H -2.80 -4.78 4.96
H -4.24 -2.99 3.99
H -0.74 -1.11 2.34
H -6.09 2.05 0.49
H -6.03 3.92 -1.14
H -3.90 4.65 -2.09
H -1.34 4.85 -1.38
H -1.52 3.75 -2.74
H -0.28 1.15 -1.90
H 2.68 3.46 0.03
H -1.81 1.72 0.24

Output
* E_LUMO (spin up / spin down): -8.8341 / -13.0625 eV
* spin multiplicity: 5
* E_HOMO (spin up / spin down): -16.918 / -17.550 eV
* charge: +3
* gap between HOMO and LUMO (spin up / spin down): 8.1 / 4.5 eV

Löwdin atomic charge list, values in e, 4 entries:
1. Pt 1.5805
2. F 0.1633
3. C -0.6771
4. F 0.2347


Density functional theory data (ωB97M-V/def2-TZVPD) for a molecular structure, C22H16IrN5O2.

Element x y z (Å)
Ir 0.16 0.16 -0.55
O 1.49 -0.65 3.14
C 1.36 -0.35 1.99
N 0.21 0.21 1.41
C -0.35 1.36 1.99
O -0.65 1.49 3.14
C -0.41 2.49 0.99
C -0.76 3.77 1.37
C -0.64 4.79 0.43
C -0.17 4.49 -0.84
C 0.16 3.18 -1.14
N 0.03 2.20 -0.24
C 2.49 -0.41 0.99
C 3.77 -0.76 1.37
C 4.79 -0.64 0.43
C 4.49 -0.17 -0.84
C 3.18 0.16 -1.14
N 2.20 0.03 -0.24
H -1.10 3.94 2.38
H -0.91 5.80 0.69
H -0.05 5.25 -1.59
H 0.52 2.90 -2.12
H 3.94 -1.10 2.38
H 5.80 -0.91 0.69
H 5.25 -0.05 -1.59
H 2.90 0.52 -2.12
C -4.14 0.76 -0.68
C -4.60 -0.52 -0.42
C -3.68 -1.55 -0.31
C -2.33 -1.28 -0.44
N -1.90 -0.02 -0.65
C -2.78 0.97 -0.78
C -1.28 -2.33 -0.44
C -1.55 -3.68 -0.31
C -0.52 -4.60 -0.42
C 0.76 -4.14 -0.68
C 0.97 -2.78 -0.78
N -0.02 -1.90 -0.65
H -4.83 1.59 -0.80
H -5.66 -0.72 -0.32
H -4.03 -2.56 -0.13
H -2.38 1.96 -0.97
H -2.56 -4.03 -0.13
H -0.72 -5.66 -0.32
H 1.59 -4.83 -0.80
H 1.96 -2.38 -0.97

Output
* energy relative to the best compared isomer or geometry (same formula, charge and spin): 46.2 kJ/mol
* E_LUMO: -7.5127 eV
* E_HOMO: -15.534 eV
* charge: +2
* gap between HOMO and LUMO: 8.0 eV

Löwdin atomic charge list, values in e, 4 entries:
1. Ir 1.4165
2. O 0.1926
3. C -0.4046
4. N -0.0100


Density functional theory data (ωB97M-V/def2-TZVPD) for a molecular structure, C22H17AlF10N2SeSi.

Element x y z (Å)
Al -0.72 0.01 0.37
N 1.19 0.08 -0.42
C 1.81 1.38 -0.26
C 3.15 1.60 -0.31
C 3.65 2.92 -0.16
C 2.80 3.97 0.04
C 1.40 3.75 0.11
C 0.46 4.78 0.34
C -0.87 4.47 0.42
C -1.26 3.12 0.31
N -0.41 2.14 0.11
C 0.91 2.44 -0.02
H 1.10 -0.18 -1.40
H 1.71 -0.67 0.04
H 3.83 0.78 -0.48
H 4.71 3.08 -0.20
H 3.18 4.97 0.14
H 0.80 5.80 0.44
H -1.62 5.22 0.59
H -2.30 2.84 0.41
F -7.21 -0.76 0.63
C -6.02 -0.59 0.05
C -5.85 -0.85 -1.30
F -6.90 -1.27 -2.01
C -4.62 -0.67 -1.90
F -4.52 -0.93 -3.21
C -3.51 -0.23 -1.19
Se -1.81 0.08 -1.95
C -3.74 0.01 0.15
F -2.67 0.46 0.91
C -4.94 -0.15 0.80
F -5.07 0.11 2.10
C 1.36 -5.48 0.63
Si -0.38 -4.97 0.20
C -1.57 -5.78 1.38
C -0.76 -5.47 -1.55
C -0.53 -3.15 0.34
C -0.68 -1.95 0.43
H 1.42 -6.58 0.68
H 1.68 -5.09 1.60
H 2.08 -5.14 -0.12
H -1.47 -6.87 1.31
H -2.60 -5.52 1.14
H -1.37 -5.49 2.41
H -0.82 -6.56 -1.63
H 0.01 -5.12 -2.24
H -1.72 -5.05 -1.88
F 0.32 1.66 2.67
C -0.09 0.39 2.34
F 1.06 -0.40 2.48
C -1.02 -0.03 3.50
F -1.91 0.95 3.72
F -0.36 -0.27 4.64
F -1.71 -1.13 3.19

Output
* energy relative to the best compared isomer or geometry (same formula, charge and spin): 0.0 kJ/mol
* E_LUMO: -0.9748 eV
* E_HOMO: -7.855 eV
* charge: 0
* gap between HOMO and LUMO: 6.9 eV

Löwdin atomic charge list, values in e, 4 entries:
1. Al -0.0288
2. N 0.1095
3. C -0.1855
4. C 0.0093


- What is the charge in the fourth record?
  +2


- What is the charge in the fifth record?
  0